Entry 1:
C45H60AsCl2F6N3O6Rb as an isolated structure. Source: OMol25; level of theory: the ωB97M-V functional and the def2-TZVPD basis.

Computed properties:
- DFT total energy (hartree) = -6146.12588
- relative energy (zero: lowest compared OMol25 entry of this formula, charge and spin) (kJ/mol) = 0.0
- E_HOMO (spin up / spin down) (hartree) = -0.0579 / -0.0579
- spin multiplicity = 2
- net charge = -2
- frontier orbital gap (spin up / spin down) (Ha) = 0.15030 / 0.12269

Structure (XYZ):
```
124
C45H60AsCl2F6N3O6Rb (the ωB97M-V functional and the def2-TZVPD basis)
Rb 1.035 -1.951 -0.922
O 3.574 -0.678 -1.232
C 4.690 -0.085 -1.211
C 5.457 0.112 -2.410
C 6.573 0.913 -2.452
C 7.034 1.574 -1.303
C 6.352 1.356 -0.118
C 5.248 0.509 -0.024
C 4.615 0.362 1.303
N 4.157 -0.666 1.893
C 4.269 -1.967 1.251
C 3.914 -3.111 2.186
N 2.501 -3.130 2.540
C 1.780 -4.128 2.219
C 2.130 -5.343 1.452
C 1.823 -6.579 2.012
C 2.114 -7.775 1.374
C 2.706 -7.708 0.108
C 2.975 -6.499 -0.494
C 2.663 -5.247 0.122
O 2.830 -4.137 -0.474
H 5.084 -0.376 -3.304
H 7.101 1.047 -3.393
H 7.903 2.219 -1.338
H 6.692 1.850 0.790
H 4.558 1.289 1.885
H 5.295 -2.126 0.891
H 3.646 -2.007 0.357
H 4.468 -2.975 3.123
H 4.233 -4.046 1.721
H 0.753 -4.090 2.592
H 1.347 -6.599 2.990
H 1.872 -8.726 1.831
H 2.939 -8.628 -0.421
H 3.399 -6.457 -1.491
C -2.111 6.192 -2.294
C -2.506 4.781 -2.756
C -2.498 4.720 -4.292
C -3.925 4.495 -2.269
C -1.498 3.776 -2.217
C -1.839 2.780 -1.381
C -0.811 1.855 -0.924
N -0.838 1.010 0.036
C -1.811 0.816 0.973
C -2.654 1.801 1.474
C -3.610 1.479 2.426
C -3.711 0.135 2.876
C -2.897 -0.888 2.487
C -1.810 -0.552 1.554
O -0.894 -1.315 1.263
C -3.188 -2.320 2.941
C -1.938 -3.211 3.001
C -4.169 -2.918 1.916
C -3.845 -2.347 4.326
C -4.590 2.506 2.974
C -6.024 2.069 2.632
C -4.363 3.899 2.389
C -4.433 2.586 4.501
C 0.490 1.816 -1.710
O 1.128 0.799 -1.741
C 0.884 3.049 -2.431
C -0.096 3.939 -2.650
C 2.325 3.196 -2.895
C 2.563 4.561 -3.534
C 3.250 3.059 -1.665
C 2.682 2.103 -3.913
H -2.822 6.924 -2.684
H -1.116 6.473 -2.640
H -2.117 6.251 -1.204
H -3.211 5.441 -4.698
H -2.780 3.723 -4.635
H -1.514 4.949 -4.700
H -4.608 5.234 -2.692
H -3.992 4.560 -1.181
H -4.263 3.505 -2.578
H -2.853 2.631 -1.043
H -2.532 2.815 1.125
H -4.500 -0.091 3.578
H -1.525 -3.385 2.013
H -2.229 -4.179 3.418
H -1.162 -2.775 3.634
H -3.739 -2.938 0.917
H -5.099 -2.341 1.888
H -4.404 -3.948 2.194
H -3.227 -1.836 5.068
H -3.953 -3.388 4.632
H -4.845 -1.909 4.336
H -6.158 2.003 1.550
H -6.739 2.795 3.026
H -6.260 1.094 3.057
H -4.492 3.903 1.305
H -3.364 4.274 2.620
H -5.091 4.592 2.816
H -4.624 1.622 4.971
H -5.136 3.314 4.914
H -3.419 2.891 4.766
H 0.137 4.827 -3.223
H 2.347 5.378 -2.840
H 1.960 4.699 -4.436
H 3.614 4.631 -3.816
H 3.048 3.850 -0.938
H 4.296 3.122 -1.975
H 3.119 2.097 -1.176
H 2.000 2.128 -4.768
H 2.653 1.111 -3.467
H 3.698 2.281 -4.272
Cl 2.521 -2.851 -3.775
C 1.002 -2.616 -4.624
Cl 0.227 -1.079 -4.141
H 0.318 -3.418 -4.369
H 1.178 -2.547 -5.691
O 1.012 -1.204 3.946
H 1.640 -1.855 3.544
H 0.440 -1.012 3.192
O 1.468 1.111 1.884
H 1.263 0.595 1.096
H 2.115 0.552 2.343
F -0.835 -3.814 -0.196
As -1.890 -4.603 -1.331
F -1.245 -3.567 -2.591
F -3.111 -3.388 -1.028
F -2.948 -5.332 -2.515
F -2.563 -5.586 -0.072
F -0.686 -5.784 -1.678
```

---

Entry 2:
C10H29FHfNO7 as an isolated structure. Source: OMol25; level of theory: the ωB97M-V functional and the def2-TZVPD basis.

Computed properties:
- DFT total energy (hartree) = -1126.38864
- relative energy (zero: lowest compared OMol25 entry of this formula, charge and spin) (kJ/mol) = 604.9
- E_HOMO (hartree) = -0.6198
- net charge = +3
- frontier orbital gap (Ha) = 0.08000

Structure (XYZ):
```
49
C10H29FHfNO7 (the ωB97M-V functional and the def2-TZVPD basis)
Hf -1.659 -2.763 -0.950
F -1.353 -0.612 0.158
C 1.152 2.013 -1.544
C 2.607 1.749 -1.163
C 3.517 2.881 -1.660
O 3.452 3.028 -3.063
C 4.052 1.971 -3.875
N 2.564 1.697 0.273
H 0.775 2.967 -1.177
H 0.477 1.213 -1.239
H 1.070 2.171 -2.619
H 2.920 0.771 -1.530
H 4.529 2.751 -1.275
H 3.180 3.839 -1.262
H 3.528 2.063 -4.826
H 3.948 0.947 -3.515
H 5.112 2.139 -4.065
H 2.503 2.645 0.615
H 1.668 1.344 0.577
C 1.538 -1.992 0.312
C 1.105 -3.041 1.274
O -0.378 -3.038 1.357
O 0.804 -2.325 -0.955
H 2.606 -2.053 0.103
H 1.258 -0.968 0.559
H 1.407 -2.860 2.306
H 1.427 -4.023 0.927
H -0.575 -3.149 2.290
H 1.479 -2.401 -1.633
C -0.526 2.023 2.008
C -1.824 1.644 2.698
O -2.780 1.061 1.825
O 0.228 0.815 1.886
H 0.000 2.756 2.620
H -0.808 2.434 1.039
H -2.448 2.452 3.079
H -1.595 1.065 3.593
H -2.352 0.414 1.260
H -0.256 0.183 1.348
C -4.092 -2.363 1.228
C -4.725 -1.811 -0.091
O -3.712 -1.378 -0.990
O -3.096 -3.330 0.985
H -4.908 -2.741 1.844
H -3.706 -1.546 1.836
H -5.507 -1.055 -0.016
H -5.298 -2.635 -0.518
H -4.170 -0.988 -1.739
H -3.140 -3.963 1.705
```

---

Entry 3:
A 2-piece molecular cluster, C2H9N2O2 overall. Source: OMol25; level of theory: the ωB97M-V functional and the def2-TZVPD basis.

Computed properties:
- DFT total energy (hartree) = -341.35560
- relative energy (zero: lowest compared OMol25 entry of this formula, charge and spin) (kJ/mol) = 116.9
- E_HOMO (hartree) = -0.5177
- net charge = +1
- frontier orbital gap (Ha) = 0.37617

Structure (XYZ):
```
15
C2H9N2O2 (the ωB97M-V functional and the def2-TZVPD basis)
N 0.577 1.970 -0.612
C 1.401 0.701 -0.478
C 1.001 0.126 0.884
N 0.906 -1.217 0.901
O 0.842 0.870 1.816
H 0.766 2.726 0.038
H -0.366 1.719 -0.478
H 0.573 2.338 -1.567
H 1.072 0.065 -1.299
H 2.443 0.969 -0.602
H 1.069 -1.743 0.061
H 0.691 -1.742 1.733
H -4.518 -1.615 -1.792
H -3.709 -2.562 -2.561
O -3.825 -2.278 -1.640
```

---

Entry 4:
C21H36N5O2S2V as an isolated structure. Source: OMol25; level of theory: the ωB97M-V functional and the def2-TZVPD basis.

Computed properties:
- DFT total energy (hartree) = -2986.28958
- E_HOMO (spin up / spin down) (hartree) = -0.2667 / -0.2670
- frontier orbital gap (spin up / spin down) (Ha) = 0.23642 / 0.23723

Structure (XYZ):
```
67
C21H36N5O2S2V (the ωB97M-V functional and the def2-TZVPD basis)
V -0.038 0.225 -0.060
N -1.181 1.672 -0.002
N 1.583 1.117 0.482
N -1.150 -0.987 -1.090
N 0.912 -0.338 -1.596
H -0.284 3.396 -0.799
C -0.795 3.066 0.112
H -0.143 3.234 0.979
H -1.709 3.665 0.226
H -3.148 2.291 -0.315
C -2.610 1.427 0.105
H -2.914 1.308 1.157
H -2.887 0.526 -0.455
C 2.105 2.153 -0.385
H 3.158 1.955 -0.652
H 1.512 2.215 -1.307
H 2.069 3.133 0.123
H 3.506 0.743 1.216
C 2.459 0.771 1.574
H 2.386 1.500 2.397
H 2.208 -0.224 1.965
C -2.328 -1.812 -1.194
H -3.103 -1.202 -1.704
C -2.886 -2.192 0.167
H -3.082 -1.324 0.803
H -3.837 -2.723 0.019
H -2.191 -2.856 0.700
C -2.114 -3.061 -2.037
H -3.048 -3.634 -2.061
H -1.849 -2.813 -3.071
H -1.331 -3.691 -1.598
H 3.282 -1.088 -3.938
C 2.245 -1.059 -3.581
H 1.869 -2.089 -3.547
H 1.664 -0.473 -4.298
C 2.227 -0.418 -2.204
H 2.553 0.626 -2.338
C 3.247 -1.081 -1.272
H 2.779 -1.457 -0.352
H 3.719 -1.931 -1.782
H 4.041 -0.369 -1.005
H 0.078 -2.083 -2.426
C -0.186 -1.057 -2.114
C -0.890 1.895 -2.726
H -1.871 1.691 -2.284
H -0.591 2.939 -2.749
C -0.351 1.011 -3.583
H 0.358 1.312 -4.357
C -0.774 -0.390 -3.585
H -1.858 -0.554 -3.540
H -0.324 -1.018 -4.357
O -2.105 1.734 3.207
S -0.790 1.147 3.357
O 0.333 2.020 3.574
N -0.459 0.073 2.099
C -0.260 -1.198 2.511
S 0.327 -2.188 1.299
C -0.569 -1.398 3.912
C -0.665 -2.577 4.663
C -1.007 -2.505 6.017
C -1.239 -1.258 6.627
C -1.165 -0.077 5.879
C -0.838 -0.169 4.534
H -0.480 -3.525 4.157
H -1.095 -3.417 6.608
H -1.485 -1.210 7.690
H -1.352 0.905 6.316
```

---

Entry 5:
An isolated ion of composition C4H8FIN and charge +1. Source: OMol25; level of theory: the ωB97M-V functional and the def2-TZVPD basis.

Computed properties:
- DFT total energy (hartree) = -609.21251
- relative energy (zero: lowest compared OMol25 entry of this formula, charge and spin) (kJ/mol) = 0.0
- E_HOMO (hartree) = -0.4922
- net charge = +1
- frontier orbital gap (Ha) = 0.34530

Structure (XYZ):
```
15
C4H8FIN (the ωB97M-V functional and the def2-TZVPD basis)
C 0.945 0.659 -0.539
C 0.439 -0.272 0.580
C -0.506 1.114 -0.789
C -0.864 0.541 0.646
N 0.261 -1.682 0.070
F -1.059 0.191 -1.709
I -1.107 1.842 2.413
H 1.569 1.492 -0.271
H 1.322 0.140 -1.481
H 0.919 -0.392 1.585
H -0.787 2.222 -1.049
H -1.874 -0.030 0.731
H 0.787 -1.795 -0.840
H -0.797 -1.756 -0.120
H 0.752 -2.274 0.772
```

---

Entry 6:
C3H6ClHfO as an isolated structure. Source: OMol25; level of theory: the ωB97M-V functional and the def2-TZVPD basis.

Computed properties:
- DFT total energy (hartree) = -699.75876
- relative energy (zero: lowest compared OMol25 entry of this formula, charge and spin) (kJ/mol) = 81.8
- E_HOMO (hartree) = -0.7891
- net charge = +3
- frontier orbital gap (Ha) = 0.09852

Structure (XYZ):
```
12
C3H6ClHfO (the ωB97M-V functional and the def2-TZVPD basis)
Hf 0.060 3.530 -1.920
Cl 0.142 2.652 0.047
C -0.992 0.061 0.766
C -0.031 -1.079 0.548
O 0.002 -2.109 1.277
C 1.014 -0.995 -0.498
H -1.614 0.040 1.661
H -1.618 -0.253 -0.069
H -0.567 1.062 0.694
H 0.543 -0.364 -1.252
H 1.066 -1.990 -0.939
H 1.995 -0.556 -0.314
```